# 1
{
  "formula": "C4H6OS2",
  "method": "the ωB97M-V functional and the def2-TZVPD basis",
  "smiles": "CSC(=S)CC=O",
  "lumo_energy_ev": -0.45,
  "homo_energy_ev": -8.87,
  "elements": ["C", "C", "C", "C", "H", "H", "H", "H", "H", "H", "O", "S", "S"],
  "xyz": [[-2.63258, -0.29794, -0.60025], [-0.06631, 0.18243, 0.51493], [1.33943, -0.08894, 0.92230], [2.30478, 0.08400, -0.32286], [-2.61507, 0.01253, -1.71689], [-3.37159, -1.07866, -0.60063], [-2.94693, 0.55654, 0.10938], [1.49682, 0.74236, 1.69343], [1.37257, -1.04458, 1.52002], [2.15666, 1.15985, -0.63980], [3.19200, -0.71669, -0.72436], [-1.16883, -1.22357, 0.18809], [-0.53744, 1.60534, -0.04155]],
  "atomic_forces_ev_per_a": [[0.1, 0.4, 0.2], [-1.2, -1.4, -1.9], [0.0, -0.6, 1.8], [2.7, -1.7, 0.5], [0.9, -0.2, 2.1], [-0.6, -0.4, 0.4], [0.5, -1.4, -1.4], [0.6, -0.9, -1.2], [0.5, 0.7, -1.0], [0.4, -1.0, -0.6], [-4.0, 3.2, 1.6], [-0.3, 1.8, -0.5], [0.3, 1.6, 0.2]]
}

# 2
{
  "formula": "C4H6OS2",
  "method": "the ωB97M-V functional and the def2-TZVPD basis",
  "smiles": "OC(=S)[C@@H]1C[C@@H]1S",
  "lumo_energy_ev": 0.21,
  "homo_energy_ev": -8.54,
  "elements": ["C", "C", "C", "C", "H", "H", "H", "H", "H", "H", "O", "S", "S"],
  "xyz": [[-1.03731, -0.31032, -0.80194], [-0.83170, 0.87004, 0.02845], [0.31508, 0.51385, -0.65115], [1.43163, -0.29899, 0.15530], [-1.69329, -2.08733, 1.06102], [-1.40059, -0.10260, -1.74639], [-0.91638, 0.73059, 1.15688], [-1.33603, 1.84844, -0.41301], [0.86514, 1.10685, -1.43473], [0.96148, 0.69035, 1.68935], [1.45829, -0.15282, 1.49942], [-0.58541, -1.94243, 0.02463], [2.76910, -0.86564, -0.56782]],
  "atomic_forces_ev_per_a": [[3.2, -1.3, 1.8], [-4.3, 4.2, 2.8], [4.9, -2.4, -0.8], [0.5, 2.1, -0.7], [1.9, 0.5, -2.2], [-1.4, -0.8, -1.7], [0.0, 0.5, -1.6], [0.8, -2.1, 1.4], [-1.3, -0.8, 0.6], [0.4, -1.3, 0.1], [-1.0, 1.4, -0.1], [-3.4, 0.5, 0.7], [-0.4, -0.5, -0.3]]
}

# 3
{
  "formula": "C4H6OS2",
  "method": "the ωB97M-V functional and the def2-TZVPD basis",
  "lumo_energy_ev": -0.23,
  "homo_energy_ev": -8.80,
  "elements": ["C", "C", "C", "C", "H", "H", "H", "H", "H", "H", "O", "S", "S"],
  "xyz": [[-0.24918, 0.84780, -0.98929], [-0.40879, 0.20114, 0.37745], [0.84832, 0.11951, 1.38473], [-0.54446, -1.36202, 0.34282], [0.58884, -0.51480, -1.92933], [-1.25361, 0.71943, -1.43992], [-0.07460, 1.96113, -1.07231], [-1.22077, 0.66061, 0.88853], [0.78273, 0.71987, 2.25740], [1.75211, 0.13032, 0.83408], [0.81880, 0.40474, -1.77893], [0.62058, -1.65225, 1.52539], [-1.65996, -2.23549, -0.40064]],
  "atomic_forces_ev_per_a": [[-0.7, 2.3, -0.3], [2.6, -0.7, 0.4], [-1.4, -0.5, -2.0], [-1.3, 1.8, 0.0], [0.5, -0.5, -0.5], [0.5, -0.3, -0.4], [-0.5, -0.9, 1.2], [-0.9, 0.1, 0.4], [0.2, 0.3, 0.7], [1.0, 1.2, -0.3], [-0.3, -1.1, 0.2], [0.3, -1.2, 1.1], [-0.1, -0.6, -0.5]]
}

# 4
{
  "formula": "C4H6S",
  "method": "the ωB97M-V functional and the def2-TZVPD basis",
  "lumo_energy_ev": 0.74,
  "homo_energy_ev": -8.26,
  "elements": ["C", "C", "C", "C", "S", "H", "H", "H", "H", "H", "H"],
  "xyz": [[-0.60241, -1.80352, -1.15422], [-0.68836, -0.50060, -1.15741], [-0.11410, -1.69780, 0.24886], [0.08580, 1.88232, -0.06976], [-0.99258, 1.12729, -1.35009], [-0.83569, -2.62000, -1.81325], [-0.78791, -1.81376, 1.07985], [0.92361, -1.51007, 0.46580], [0.01607, 2.95963, -0.18655], [1.10646, 1.55309, -0.22838], [-0.28064, 1.57355, 0.90392]],
  "atomic_forces_ev_per_a": [[0.1, 0.4, -0.2], [1.2, -2.3, 2.7], [-0.9, 2.0, -2.1], [-0.3, -0.4, -0.3], [0.0, 0.5, 0.0], [-0.1, -0.2, -0.2], [-0.2, -0.1, 0.1], [0.1, 0.0, -0.1], [-0.1, 0.1, 0.0], [0.1, 0.0, 0.0], [0.1, 0.0, 0.1]]
}

# 5
{
  "formula": "C4H6S",
  "method": "the ωB97M-V functional and the def2-TZVPD basis",
  "smiles": "S=C1CCC1",
  "lumo_energy_ev": -0.35,
  "homo_energy_ev": -8.59,
  "elements": ["C", "C", "C", "C", "H", "H", "H", "H", "H", "H", "S"],
  "xyz": [[0.07670, 1.09140, -0.18418], [-0.10305, 0.27167, 1.02942], [-0.49797, -0.90444, 0.12660], [0.36300, -0.23538, -0.92924], [0.92909, 0.07379, 1.52685], [-0.86427, 0.61240, 1.68743], [-0.28049, -1.92642, 0.47428], [-1.60370, -0.89351, -0.17788], [0.30336, -0.14421, -2.05984], [1.39327, -0.62957, -0.88335], [0.28407, 2.68427, -0.61007]],
  "atomic_forces_ev_per_a": [[3.3, 1.1, -1.5], [0.2, -0.4, 1.4], [-1.9, -1.2, -0.4], [0.8, 1.1, -2.8], [-1.8, 0.5, -0.7], [-0.3, 0.3, 1.2], [0.2, 0.4, -0.3], [1.5, 0.2, 0.6], [-1.1, -0.6, 1.2], [0.0, 0.7, 0.7], [-0.8, -2.2, 0.7]]
}

# 6
{
  "formula": "C4H6S2",
  "method": "the ωB97M-V functional and the def2-TZVPD basis",
  "lumo_energy_ev": -0.55,
  "homo_energy_ev": -8.86,
  "elements": ["C", "C", "C", "C", "H", "H", "H", "H", "H", "H", "S", "S"],
  "xyz": [[1.44647, 1.08327, 0.75486], [0.23868, 0.67302, -0.01481], [0.01632, -0.88194, -0.37080], [-1.50829, -0.84670, -0.34504], [1.79783, 0.42930, 1.61310], [0.16653, 1.31950, -0.88051], [0.47905, -1.13100, -1.32648], [0.48807, -1.57497, 0.35104], [-1.97462, -0.52668, -1.26322], [-1.98342, -1.70361, 0.18285], [2.28430, 2.44723, 0.55909], [-1.45091, 0.71258, 0.73991]],
  "atomic_forces_ev_per_a": [[0.3, -0.5, 1.6], [-0.1, -1.3, -0.3], [1.1, 1.1, -0.3], [0.0, 0.5, 1.9], [-0.7, 0.4, -1.1], [0.2, -0.1, -0.4], [-0.2, 0.0, -0.2], [-0.5, 0.6, 0.0], [-0.1, -0.4, -0.3], [0.1, 0.7, -0.7], [-0.2, -0.2, -0.3], [0.1, -0.8, 0.0]]
}

# 7
{
  "formula": "C4H7BF2N2O4S2V",
  "method": "the ωB97M-V functional and the def2-TZVPD basis",
  "total_charge": 3,
  "lumo_energy_ev": -17.15,
  "homo_energy_ev": -20.29,
  "elements": ["N", "B", "O", "C", "C", "O", "N", "C", "F", "S", "O", "O", "F", "C", "S", "H", "H", "H", "H", "H", "H", "H", "V"],
  "xyz": [[2.81113, -0.67239, 0.99951], [1.73830, -0.31667, 0.09495], [1.75578, 0.96308, -0.50086], [0.52628, -1.31500, -0.29076], [-0.00052, -0.70600, -1.67265], [0.58190, -0.78549, -2.70087], [-1.28230, 0.00611, -1.48147], [-1.54054, 0.08933, -0.09904], [-2.81477, -0.04203, 0.16097], [-1.10677, 1.76461, 0.62484], [-2.28956, 2.47596, 0.84078], [-0.21809, 1.67409, 1.71915], [-0.32247, 2.60398, -0.84095], [-0.80451, -1.19539, 0.49605], [-0.71728, -1.48316, 2.22482], [3.63468, -0.12466, 0.74382], [2.60884, -0.39157, 1.96169], [1.71578, 1.58236, 0.23904], [0.81873, -2.33479, -0.50669], [-2.04962, -0.56854, -1.85297], [-1.41826, -1.97301, 0.05156], [-1.67840, -2.43642, 2.35958], [0.05166, 3.18560, -2.57052]],
  "atomic_forces_ev_per_a": [[-0.8, 1.2, -0.3], [0.8, -0.2, 0.0], [-1.0, -0.7, 0.0], [-0.5, 1.9, -1.0], [1.0, -0.4, -0.6], [-0.7, 0.2, 0.9], [0.5, -0.1, 0.3], [0.3, -1.5, -1.1], [-1.0, 0.4, 0.2], [-1.7, 0.1, 3.4], [-0.7, 0.5, -1.3], [1.6, -0.5, -0.9], [0.2, 0.5, -0.2], [0.6, -0.9, 0.5], [0.4, 0.2, 0.1], [0.3, -0.1, 0.1], [0.2, -0.9, 0.3], [0.9, 0.4, 0.0], [0.2, -0.3, 0.4], [-0.1, 0.4, -0.7], [-0.6, -0.1, 0.2], [0.0, 0.2, -0.2], [0.1, -0.2, -0.4]]
}

# 8
{
  "formula": "C4H7BF2NO3",
  "method": "the ωB97M-V functional and the def2-TZVPD basis",
  "total_charge": -1,
  "lumo_energy_ev": 3.68,
  "homo_energy_ev": -4.57,
  "elements": ["N", "C", "F", "O", "B", "O", "C", "C", "C", "O", "F", "H", "H", "H", "H", "H", "H", "H"],
  "xyz": [[0.35600, -1.65957, 0.40313], [0.83270, -0.32563, 0.74343], [0.78618, -0.28923, 2.14724], [2.05728, -0.02841, 0.28804], [1.87389, 0.92916, -0.91459], [0.39377, 0.85480, -1.14955], [-0.07540, 0.75241, 0.15714], [-1.56415, 0.50768, 0.32098], [-2.23480, -0.58192, -0.46477], [-3.16824, -1.22617, -0.11711], [-1.76344, -0.73881, -1.71734], [0.68057, -2.31376, 1.10615], [0.79282, -1.90294, -0.47923], [2.51329, 0.54822, -1.88400], [2.20744, 2.07358, -0.56656], [0.18026, 1.68310, 0.69925], [-2.09380, 1.43023, 0.06006], [-1.77436, 0.28726, 1.36775]],
  "atomic_forces_ev_per_a": [[-0.1, -0.1, 0.0], [-0.1, -0.1, -0.1], [0.0, 0.1, 0.2], [0.2, -0.1, -0.2], [0.2, 0.1, -0.1], [0.1, 0.1, 0.1], [0.1, 0.2, -0.1], [0.0, 0.1, -0.2], [0.3, 0.0, 0.0], [-0.2, -0.1, 0.1], [-0.1, 0.0, 0.1], [0.1, 0.0, 0.0], [-0.1, 0.0, 0.0], [-0.1, -0.1, 0.0], [0.0, -0.1, 0.0], [-0.2, -0.1, 0.2], [0.0, 0.0, 0.0], [0.0, 0.1, 0.0]]
}

# 9
{
  "formula": "C4H7BF4KNO4",
  "method": "the ωB97M-V functional and the def2-TZVPD basis",
  "total_charge": -2,
  "lumo_energy_ev": 4.39,
  "homo_energy_ev": 1.09,
  "elements": ["K", "B", "F", "F", "F", "F", "C", "O", "O", "O", "C", "O", "N", "C", "C", "H", "H", "H", "H", "H", "H", "H"],
  "xyz": [[1.39978, 0.25396, 2.05603], [-0.48110, 2.72405, 3.43181], [-0.54320, 4.14525, 3.49996], [-0.76915, 2.27773, 2.13918], [0.83852, 2.37512, 3.84792], [-1.38854, 2.16819, 4.34382], [0.64227, -2.96940, 2.32213], [0.21907, -4.17775, 2.48768], [1.57196, -2.67293, 1.46835], [0.22062, -2.02958, 3.13276], [0.82249, -0.36717, -1.20923], [1.34532, 0.57805, -0.64389], [0.03223, -0.21033, -2.29764], [-0.71182, -1.30613, -2.86393], [-0.23238, 1.10899, -2.84769], [0.79813, -1.40870, -0.84347], [-0.56611, -2.23236, -2.31484], [-0.42028, -1.48488, -3.90909], [-1.77707, -1.05460, -2.90804], [-1.01466, 1.54841, -2.21827], [0.64962, 1.73866, -2.82221], [-0.63570, 0.99540, -3.85134]],
  "atomic_forces_ev_per_a": [[-0.5, -1.0, 0.4], [-0.1, 0.6, 1.1], [-0.2, -0.2, -0.3], [0.4, -0.1, -0.2], [0.1, -0.3, -0.5], [0.0, 0.1, -0.2], [-0.1, -0.6, 1.9], [0.2, 0.5, -0.7], [0.2, 0.6, -1.1], [0.1, 0.4, -0.6], [-1.0, -0.1, 0.3], [0.4, 0.0, -0.2], [0.4, -0.1, -0.6], [-0.2, 0.0, -0.6], [-0.6, -0.4, 0.7], [0.6, 0.1, 0.3], [0.0, 0.1, 0.2], [0.1, 0.0, 0.1], [0.0, -0.1, 0.3], [0.1, 0.4, -0.2], [0.1, 0.0, 0.0], [0.2, 0.1, -0.2]]
}

# 10
{
  "formula": "C4H7BN2O",
  "method": "the ωB97M-V functional and the def2-TZVPD basis",
  "smiles": "CB(O)c1cn[nH]c1",
  "lumo_energy_ev": 0.56,
  "homo_energy_ev": -9.47,
  "elements": ["B", "C", "C", "C", "C", "N", "N", "O", "H", "H", "H", "H", "H", "H", "H"],
  "xyz": [[-0.20696, 0.48159, -0.41856], [0.41157, -1.72681, 1.18944], [1.85972, -1.06582, -0.28764], [0.56088, -0.76587, 0.09570], [-1.22788, 1.44292, 0.18493], [1.38388, -2.54261, 1.29460], [2.25476, -2.11540, 0.40143], [0.15352, 0.70146, -2.01310], [-0.42480, -1.81520, 1.87340], [2.51917, -0.77743, -1.08334], [-2.11695, 1.42008, -0.53684], [-0.93005, 2.41503, 0.16344], [-1.63641, 1.27490, 1.25595], [3.12731, -2.57976, 0.10516], [-0.22911, 1.60185, -2.15974]],
  "atomic_forces_ev_per_a": [[1.7, -1.1, -4.2], [-2.7, 2.2, -0.6], [-0.9, 0.1, -1.3], [0.4, 0.4, 1.2], [-3.3, -2.4, 0.9], [1.3, -1.7, 1.0], [2.8, -0.7, -1.1], [-1.5, 1.0, 4.6], [0.0, 0.0, -0.2], [-0.2, 0.7, -0.2], [0.9, 0.0, 1.0], [1.1, 3.0, -0.1], [0.8, -0.1, -1.8], [-1.0, -0.1, 1.1], [0.5, -1.1, -0.2]]
}